#a
Formula: C34H47BaN9P2
Source: OMol25
Level of theory: ωB97M-V with the def2-TZVPD basis set

Element x y z (Å)
Ba: 0.55 0.88 0.91
C: 0.16 -3.39 4.80
N: 0.80 -2.17 4.36
C: 2.15 -1.95 4.30
C: 2.31 -0.69 3.79
N: 1.08 -0.15 3.53
C: 0.19 -1.06 3.87
P: -1.62 -0.87 3.92
C: -1.85 0.93 3.68
N: -1.63 1.66 2.60
C: -2.06 2.92 2.90
C: -2.55 2.95 4.17
N: -2.42 1.68 4.66
C: -2.80 1.25 6.00
C: -2.13 -1.53 2.30
N: -1.64 -1.24 1.10
C: -2.38 -1.96 0.21
C: -3.32 -2.70 0.87
N: -3.16 -2.42 2.20
C: -3.93 -3.00 3.28
H: 0.87 -3.98 5.38
H: -0.18 -3.99 3.95
H: -0.69 -3.15 5.44
H: 2.86 -2.69 4.62
H: 3.22 -0.14 3.60
H: -1.97 3.73 2.20
H: -2.96 3.75 4.77
H: -3.11 2.13 6.57
H: -1.96 0.79 6.50
H: -3.63 0.55 5.96
H: -2.20 -1.89 -0.85
H: -4.07 -3.38 0.52
H: -4.74 -3.59 2.85
H: -4.36 -2.22 3.91
H: -3.31 -3.65 3.90
N: 2.05 -1.67 0.56
C: 2.24 -2.04 -0.85
C: 0.95 -1.85 -1.64
N: 0.56 -0.45 -1.71
C: 1.39 0.35 -2.62
C: 0.78 1.71 -2.86
N: 0.58 2.42 -1.60
H: 2.95 -1.51 1.01
H: 1.59 -2.42 1.07
H: 2.58 -3.07 -0.97
H: 3.02 -1.40 -1.26
H: 0.15 -2.42 -1.15
H: 1.10 -2.29 -2.64
H: -0.41 -0.37 -2.00
H: 1.53 -0.17 -3.58
H: 2.37 0.49 -2.18
H: -0.20 1.59 -3.35
H: 1.44 2.25 -3.56
H: 0.17 3.33 -1.76
H: 1.49 2.62 -1.15
C: -2.97 -1.47 -4.23
P: -2.92 -0.03 -3.09
C: -4.66 -0.06 -2.50
C: -3.03 1.33 -4.32
H: -3.78 -1.40 -4.96
H: -3.09 -2.39 -3.66
H: -2.02 -1.54 -4.77
H: -5.37 -0.16 -3.32
H: -4.87 0.87 -1.95
H: -4.80 -0.89 -1.80
H: -3.87 1.21 -5.00
H: -2.11 1.37 -4.90
H: -3.13 2.29 -3.80
C: 2.63 2.44 0.73
C: 3.62 2.86 0.11
C: 4.71 3.35 -0.65
C: 5.05 2.62 -1.85
C: 5.67 3.19 -2.99
C: 5.91 2.44 -4.13
C: 5.58 1.09 -4.21
C: 4.98 0.51 -3.10
C: 4.73 1.25 -1.96
C: 5.37 4.56 -0.20
C: 6.65 4.97 -0.62
C: 7.25 6.11 -0.13
C: 6.62 6.92 0.81
C: 5.37 6.52 1.26
C: 4.76 5.38 0.78
H: 5.91 4.24 -3.00
H: 6.37 2.93 -4.98
H: 5.79 0.52 -5.11
H: 4.73 -0.55 -3.12
H: 4.29 0.77 -1.09
H: 7.20 4.35 -1.32
H: 8.24 6.37 -0.49
H: 7.10 7.81 1.19
H: 4.85 7.12 2.01
H: 3.78 5.09 1.16

For the orbital gap, the calculation gives 2.86 eV. Its LUMO energy is -0.480 eV. Its net charge is 0.

Löwdin atomic charge list, values in e, 8 entries: atom 1 (Ba): 1.5793, atom 2 (C): -0.0307, atom 3 (N): -0.1313, atom 4 (C): -0.0558, atom 5 (C): -0.1359, atom 6 (N): -0.0458, atom 7 (C): -0.4973, atom 8 (P): 1.1596


#b
Formula: C34H47BaN9P2
Source: OMol25
Level of theory: ωB97M-V with the def2-TZVPD basis set

Element x y z (Å)
Ba: 0.67 0.49 0.06
C: 1.05 4.60 -3.42
N: 1.82 3.76 -2.52
C: 2.77 4.21 -1.66
C: 3.19 3.12 -0.94
N: 2.51 2.01 -1.36
C: 1.67 2.42 -2.31
P: 0.79 1.40 -3.50
C: 1.57 -0.23 -3.26
N: 1.53 -1.05 -2.22
C: 2.26 -2.15 -2.56
C: 2.75 -1.99 -3.83
N: 2.31 -0.78 -4.27
C: 2.61 -0.19 -5.56
C: -0.93 1.11 -2.95
N: -1.42 0.51 -1.86
C: -2.77 0.45 -2.02
C: -3.12 1.01 -3.22
N: -1.95 1.42 -3.80
C: -1.88 2.15 -5.06
H: 1.64 5.48 -3.66
H: 0.13 4.91 -2.94
H: 0.84 4.05 -4.34
H: 3.01 5.25 -1.57
H: 3.90 3.08 -0.14
H: 2.39 -2.98 -1.89
H: 3.37 -2.63 -4.44
H: 3.30 -0.85 -6.08
H: 3.07 0.78 -5.44
H: 1.70 -0.09 -6.16
H: -3.40 0.03 -1.26
H: -4.07 1.16 -3.69
H: -2.81 2.00 -5.60
H: -1.05 1.79 -5.66
H: -1.74 3.22 -4.88
N: -1.53 0.75 3.55
C: -1.56 -0.64 3.98
C: -1.87 -1.57 2.82
N: -0.76 -1.72 1.86
C: 0.25 -2.66 2.35
C: 1.41 -2.86 1.40
N: 2.16 -1.61 1.22
H: -0.62 0.97 3.13
H: -1.59 1.36 4.36
H: -2.36 -0.78 4.71
H: -0.64 -0.96 4.49
H: -2.72 -1.15 2.28
H: -2.15 -2.56 3.21
H: -1.16 -2.11 1.01
H: -0.20 -3.64 2.56
H: 0.63 -2.28 3.30
H: 1.03 -3.19 0.42
H: 2.03 -3.67 1.79
H: 3.07 -1.78 0.81
H: 2.30 -1.13 2.10
C: -5.45 1.84 0.20
P: -4.05 1.22 1.23
C: -4.85 1.27 2.88
C: -3.04 2.74 1.29
H: -5.87 2.76 0.60
H: -6.24 1.08 0.14
H: -5.10 2.03 -0.82
H: -5.31 2.25 3.07
H: -4.08 1.09 3.63
H: -5.61 0.50 2.96
H: -3.63 3.61 1.60
H: -2.63 2.94 0.30
H: -2.22 2.60 1.99
C: 1.26 1.59 2.39
C: 1.62 2.75 2.15
C: 2.05 4.08 1.84
C: 3.37 4.46 2.32
C: 4.20 5.42 1.70
C: 5.48 5.69 2.16
C: 6.01 5.01 3.25
C: 5.23 4.04 3.86
C: 3.95 3.76 3.41
C: 1.21 4.88 1.02
C: 1.37 6.29 0.82
C: 0.58 7.01 -0.04
C: -0.47 6.43 -0.75
C: -0.71 5.07 -0.52
C: 0.09 4.33 0.33
H: 3.85 5.95 0.83
H: 6.08 6.43 1.64
H: 7.01 5.22 3.60
H: 5.61 3.48 4.70
H: 3.36 2.99 3.89
H: 2.11 6.82 1.40
H: 0.75 8.08 -0.13
H: -1.10 7.01 -1.41
H: -1.56 4.59 -1.00
H: -0.18 3.30 0.54

For the orbital gap, the calculation gives 3.98 eV. Its LUMO energy is -0.152 eV. Its net charge is 0.

Löwdin atomic charge list, values in e, 8 entries: atom 1 (Ba): 1.6719, atom 2 (C): -0.0185, atom 3 (N): -0.1139, atom 4 (C): -0.0353, atom 5 (C): -0.1089, atom 6 (N): -0.0638, atom 7 (C): -0.5405, atom 8 (P): 1.1538


Most stable to least stable, the ends of the list are #b and #a.


#a
Formula: C5H9NS2
Source: OMol25
Level of theory: ωB97M-V with the def2-TZVPD basis set

Element x y z (Å)
C: 1.04 0.17 -0.34
C: 3.43 1.43 0.37
C: -1.34 -0.49 -0.01
C: -2.01 -1.10 1.19
C: -2.20 -0.37 -1.23
N: -0.13 -0.34 -0.03
S: 1.57 1.79 0.43
S: 2.16 -0.67 -1.17
H: 3.49 0.30 0.38
H: 3.50 1.90 1.41
H: -2.76 -0.41 1.45
H: -1.33 -1.22 2.01
H: -2.45 -2.08 0.82
H: -3.03 0.24 -0.95
H: -2.51 -1.33 -1.74
H: -1.51 0.08 -1.96
H: 4.09 2.11 -0.64

For the orbital gap, the calculation gives 8.60 eV. Its LUMO energy is 0.540 eV. Its net charge is 0.

Löwdin atomic charge list, values in e, 8 entries: atom 1 (C): -1.1174, atom 2 (C): -0.4704, atom 3 (C): -0.3978, atom 4 (C): -0.0130, atom 5 (C): -0.0135, atom 6 (N): 0.0336, atom 7 (S): 0.7165, atom 8 (S): 0.6169


#b
Formula: C5H9NS2
Source: OMol25
Level of theory: ωB97M-V with the def2-TZVPD basis set

Element x y z (Å)
C: 1.94 1.95 0.00
N: 0.78 1.10 0.00
C: 0.85 -0.25 -0.01
S: 2.28 -1.08 0.00
C: -0.48 -0.97 -0.01
C: -1.43 -0.52 -1.15
S: -2.45 0.49 0.00
C: -1.42 -0.52 1.14
H: 2.57 1.77 0.86
H: 2.54 1.76 -0.85
H: 1.62 3.00 0.00
H: -0.12 1.49 -0.01
H: -0.29 -2.02 0.00
H: -0.97 0.06 -1.94
H: -1.98 -1.30 -1.59
H: -2.00 -1.35 1.58
H: -0.98 0.06 1.96

For the orbital gap, the calculation gives 8.90 eV. Its LUMO energy is 0.610 eV. Its net charge is 0.

Löwdin atomic charge list, values in e, 8 entries: atom 1 (C): -0.1049, atom 2 (N): -0.0601, atom 3 (C): -0.8124, atom 4 (S): 0.6623, atom 5 (C): -0.4204, atom 6 (C): -0.3870, atom 7 (S): 0.8266, atom 8 (C): -0.4008


Most stable to least stable, the ends of the list are #b and #a.


#a
Formula: C20H60O10S10
Source: OMol25
Level of theory: ωB97M-V with the def2-TZVPD basis set

Element x y z (Å)
C: -12.18 14.67 -18.87
S: -13.89 14.92 -19.58
O: -14.62 15.54 -18.40
C: -13.39 16.36 -20.59
H: -11.89 15.61 -18.39
H: -11.46 14.47 -19.66
H: -12.14 13.76 -18.27
H: -12.64 15.91 -21.24
H: -12.93 17.14 -19.97
H: -14.24 16.87 -21.04
C: -22.09 9.28 -11.75
S: -23.89 8.93 -11.75
O: -24.24 8.25 -10.43
C: -24.71 10.62 -11.57
H: -21.92 10.06 -11.00
H: -21.78 9.69 -12.71
H: -21.58 8.33 -11.59
H: -24.40 10.96 -10.58
H: -25.80 10.60 -11.58
H: -24.33 11.26 -12.36
C: -21.37 13.78 -7.12
S: -21.56 13.76 -8.87
O: -22.66 14.72 -9.30
C: -19.96 14.61 -9.27
H: -20.36 13.55 -6.77
H: -22.17 13.16 -6.71
H: -21.65 14.77 -6.74
H: -19.12 13.94 -9.04
H: -20.01 15.51 -8.66
H: -19.72 14.86 -10.31
C: -12.43 4.87 -13.16
S: -11.03 4.35 -14.21
O: -11.16 5.38 -15.38
C: -9.60 5.04 -13.22
H: -13.25 5.20 -13.79
H: -12.17 5.63 -12.42
H: -12.72 4.02 -12.54
H: -9.44 4.55 -12.26
H: -9.97 6.03 -12.96
H: -8.70 5.13 -13.83
C: -13.27 18.56 -14.52
S: -13.13 20.20 -13.70
O: -11.77 20.38 -13.04
C: -13.36 21.23 -15.23
H: -12.32 18.17 -14.89
H: -14.19 18.61 -15.10
H: -13.48 17.82 -13.75
H: -14.33 21.09 -15.70
H: -12.62 20.93 -15.96
H: -13.13 22.30 -15.15
C: -11.20 15.57 -8.89
S: -12.23 14.66 -7.68
O: -12.92 15.76 -6.85
C: -13.63 14.26 -8.84
H: -10.26 15.93 -8.46
H: -11.76 16.45 -9.20
H: -10.98 15.00 -9.79
H: -13.43 13.56 -9.65
H: -13.97 15.15 -9.37
H: -14.41 13.81 -8.23
C: -17.27 4.34 -16.11
S: -17.92 3.51 -14.59
O: -16.94 3.62 -13.39
C: -19.23 4.73 -14.19
H: -16.31 3.86 -16.32
H: -17.17 5.42 -16.02
H: -17.95 4.25 -16.95
H: -19.17 4.78 -13.10
H: -20.25 4.41 -14.42
H: -19.05 5.69 -14.67
C: -15.86 10.18 -14.36
S: -17.16 11.35 -13.80
O: -17.36 11.13 -12.28
C: -16.20 12.96 -13.93
H: -15.56 10.41 -15.38
H: -16.20 9.15 -14.31
H: -14.96 10.12 -13.74
H: -15.80 12.91 -14.94
H: -15.31 12.99 -13.29
H: -16.83 13.85 -13.89
C: -9.87 9.77 -15.63
S: -10.30 11.43 -14.81
O: -10.79 10.94 -13.43
C: -8.53 12.05 -14.57
H: -9.18 9.96 -16.45
H: -10.72 9.39 -16.20
H: -9.50 9.01 -14.94
H: -8.44 12.57 -13.62
H: -8.27 12.74 -15.38
H: -7.82 11.22 -14.65
C: -16.94 7.26 -9.54
S: -17.19 6.29 -7.96
O: -17.28 4.86 -8.46
C: -15.53 6.42 -7.20
H: -16.82 8.32 -9.33
H: -17.84 7.29 -10.16
H: -16.15 6.78 -10.13
H: -15.47 7.50 -7.03
H: -14.68 5.99 -7.73
H: -15.50 5.92 -6.24

For the orbital gap, the calculation gives 8.36 eV. Its LUMO energy is -0.152 eV. Its net charge is 0.

Löwdin atomic charge list, values in e, 8 entries: atom 1 (C): -0.2503, atom 2 (S): 0.8366, atom 3 (O): -0.5983, atom 4 (C): -0.2713, atom 5 (H): 0.0519, atom 6 (H): 0.0409, atom 7 (H): 0.0422, atom 8 (H): 0.0422


#b
Formula: C20H60O10S10
Source: OMol25
Level of theory: ωB97M-V with the def2-TZVPD basis set

Element x y z (Å)
C: 2.33 4.43 3.62
S: 1.41 3.24 2.72
O: 2.53 2.61 1.85
C: 1.22 1.98 3.99
H: 2.83 5.20 2.92
H: 3.09 3.81 4.29
H: 1.76 5.01 4.49
H: 1.99 1.72 4.51
H: 0.85 1.07 3.74
H: 0.48 2.51 4.54
C: 1.80 -1.43 3.65
S: 2.58 -3.00 4.05
O: 3.90 -2.68 4.56
C: 1.60 -3.29 5.62
H: 2.11 -0.91 2.77
H: 1.50 -0.82 4.42
H: 0.87 -1.53 3.31
H: 0.45 -3.28 5.37
H: 1.87 -2.46 6.43
H: 2.13 -4.21 5.96
C: 1.05 -4.99 0.47
S: -0.43 -5.23 1.56
O: -0.33 -4.50 2.85
C: -1.50 -4.30 0.56
H: 1.17 -5.48 -0.64
H: 1.89 -5.35 1.01
H: 1.28 -3.89 0.37
H: -2.62 -4.37 0.83
H: -1.13 -4.42 -0.61
H: -1.46 -3.27 0.70
C: -1.06 -0.60 -0.70
S: 0.29 -0.40 0.40
O: 1.21 -1.53 0.00
C: 0.91 1.00 -0.44
H: -1.47 -1.35 -0.21
H: -0.63 -0.79 -1.89
H: -1.64 0.27 -0.92
H: 1.80 1.12 -0.18
H: 0.41 1.96 -0.05
H: 1.17 1.06 -1.34
C: -1.47 2.37 -2.89
S: -1.22 3.58 -4.07
O: -1.72 3.00 -5.37
C: -2.34 4.95 -3.67
H: -2.65 2.18 -2.87
H: -1.25 2.63 -1.85
H: -0.77 1.31 -3.08
H: -2.10 5.75 -4.38
H: -2.20 5.39 -2.66
H: -3.44 4.81 -3.56
C: -4.05 1.71 2.57
S: -2.47 2.52 2.66
O: -1.45 1.57 2.12
C: -2.72 3.77 1.40
H: -4.17 1.04 3.28
H: -4.50 1.44 1.47
H: -4.84 2.35 2.91
H: -2.11 4.70 1.72
H: -3.72 4.07 1.34
H: -2.67 3.49 0.38
C: 4.07 0.52 0.99
S: 3.45 -0.43 -0.40
O: 4.51 -0.26 -1.45
C: 3.71 -2.00 0.31
H: 5.05 0.31 1.21
H: 3.31 0.49 1.68
H: 3.87 1.68 0.85
H: 3.15 -2.01 1.29
H: 4.78 -2.13 0.25
H: 3.15 -2.72 -0.45
C: 0.79 -3.83 -2.83
S: 0.78 -3.01 -4.39
O: 1.43 -4.05 -5.35
C: -0.88 -2.93 -4.66
H: 1.86 -3.98 -2.50
H: -0.03 -4.43 -2.62
H: 0.51 -3.03 -2.04
H: -1.30 -2.44 -3.90
H: -1.49 -3.87 -4.83
H: -1.09 -2.55 -5.76
C: -7.05 -2.32 -0.54
S: -5.94 -1.63 0.65
O: -4.79 -2.72 0.59
C: -5.36 -0.31 -0.58
H: -7.52 -3.27 -0.12
H: -6.63 -2.84 -1.59
H: -7.98 -1.76 -0.74
H: -4.37 0.02 -0.22
H: -5.90 0.67 -0.77
H: -5.35 -0.66 -1.40
C: 4.13 2.93 -4.31
S: 2.72 3.53 -3.26
O: 1.65 2.47 -3.30
C: 3.67 3.28 -1.74
H: 5.15 3.49 -4.24
H: 3.94 3.23 -5.29
H: 4.11 1.77 -4.34
H: 3.06 3.30 -0.91
H: 4.53 3.83 -1.64
H: 3.90 2.12 -1.72

For the orbital gap, the calculation gives 7.34 eV. Its LUMO energy is -0.381 eV. Its net charge is 0.

Löwdin atomic charge list, values in e, 8 entries: atom 1 (C): -0.3196, atom 2 (S): 0.8657, atom 3 (O): -0.5918, atom 4 (C): -0.2119, atom 5 (H): 0.0802, atom 6 (H): 0.1026, atom 7 (H): 0.0935, atom 8 (H): 0.0045


Most stable to least stable, the ends of the list are #a and #b.